# 1
Here is 4 unconnected molecules or ions with the total composition C2H13N3O3 from the Open Molecules 2025 dataset. Energies are from ωB97M-V with the def2-TZVPD basis set.

Computed properties:
Frontier orbital gap   0.3400 Eh
Relative energy (zero: lowest compared OMol25 entry of this formula, charge and spin)   6.5 kJ/mol
Highest occupied orbital energy   -0.321 Ha

```
21
Properties=species:S:1:pos:R:3:forces:R:3
H 2.8292 -0.3910 1.4843 -0.131 -0.241 0.051
N 2.0192 -0.9681 1.2511 0.181 0.092 -0.055
C 0.9589 -0.2469 1.2707 0.389 0.036 -0.417
N 0.9558 1.1231 1.4937 -0.101 0.487 0.198
N -0.2555 -0.7533 0.9294 -0.115 0.135 0.336
C -0.3457 -1.9207 0.0787 -0.392 0.740 -0.568
H 0.0952 1.5611 1.7843 -0.132 -0.159 0.008
H 1.7451 1.4696 2.0084 0.096 -0.024 0.124
H -0.9917 -0.0671 0.8484 -0.100 -0.119 -0.035
H 0.2247 -1.7457 -0.8347 0.344 -0.266 -0.002
H -0.0257 -2.8331 0.5544 0.067 -0.182 0.212
H -1.3844 -1.9655 -0.2394 -0.141 -0.412 0.157
O -1.6380 0.2649 -2.1771 -0.195 -0.207 -0.108
H -0.8709 0.2914 -1.5930 0.218 -0.183 -0.186
H -1.5381 -0.5395 -2.7123 0.105 0.434 0.325
O 1.7434 0.3246 -1.8563 0.025 0.315 0.012
H 2.4003 0.2499 -1.1498 -0.241 -0.178 0.006
H 1.7531 1.2606 -2.0973 -0.005 -0.221 0.017
O -2.4703 1.6000 0.6879 0.254 -0.091 0.420
H -2.0254 2.1487 0.0365 -0.198 -0.035 -0.253
H -3.1792 1.1368 0.2321 0.072 0.081 -0.242
```
Forces are in eV/Å.

natural (NBO) population analysis, charges in e, atoms 1 to 2: H 0.324; N -0.807

# 2
Here is 2 unconnected molecules or ions with the total composition C3H9O2S2 from the Open Molecules 2025 dataset. Energies are from ωB97M-V with the def2-TZVPD basis set.

Computed properties:
Frontier orbital gap   0.2138 Eh
Relative energy (zero: lowest compared OMol25 entry of this formula, charge and spin)   107.3 kJ/mol
Net charge   -1
Highest occupied orbital energy   -0.085 Ha

```
16
Properties=species:S:1:pos:R:3:forces:R:3
C 0.6592 1.3012 0.0358 2.728 1.803 1.391
C 2.0167 1.8702 -0.5236 -0.144 -0.874 1.557
O 3.0734 1.0231 -0.1336 1.574 -1.312 1.049
C -0.1055 0.5782 -1.0000 -3.120 -0.923 0.296
S -1.8490 0.4817 -0.2293 0.284 0.298 -1.536
S -1.6879 -0.9642 1.1481 0.252 -0.916 0.791
H 0.1127 2.1621 0.5642 0.391 -1.426 -0.991
H 1.0138 0.5628 0.8831 -1.209 1.324 -1.537
H 2.1167 1.8665 -1.5740 -0.582 -0.222 -1.498
H 2.3183 2.8825 -0.2759 -0.563 0.516 0.731
H 0.2003 -0.4509 -1.1459 0.289 -0.204 0.250
H -0.3272 0.9208 -2.0280 0.623 0.861 0.672
H 1.0474 -2.8222 0.6854 -0.534 -1.205 -2.808
H 0.0593 -2.7892 -0.4720 -0.491 0.181 0.001
H 2.9588 0.5625 0.7361 -0.361 1.005 -1.269
O 0.8851 -3.2323 -0.2597 0.864 1.095 2.901
```
Forces are in eV/Å.

natural (NBO) population analysis, charges in e, atoms 1 to 2: C -0.447; C -0.056

# 3
Here is 8 unconnected molecules or ions with the total composition C40H106Cl2N15O9P5 from the Open Molecules 2025 dataset. Energies are from ωB97M-V with the def2-TZVPD basis set.

Computed properties:
Frontier orbital gap   0.2904 Eh
Highest occupied orbital energy   -0.280 Ha

```
177
Properties=species:S:1:pos:R:3:forces:R:3
C -2.1341 3.3346 -1.9537 -0.458 0.218 -0.594
N -1.5690 4.5029 -1.3600 0.364 1.738 1.410
C -2.1182 4.8767 -0.0029 1.298 0.203 -1.045
P -0.1875 5.2166 -2.0729 -0.991 1.117 -0.354
O -0.2867 5.2114 -3.5805 0.509 -0.181 2.265
N -0.2589 6.8785 -1.4817 -0.134 -3.172 -1.020
C -0.7004 7.8706 -2.4179 -0.424 0.298 -0.279
C 0.3984 7.4040 -0.3350 0.482 -0.952 0.253
N 1.1886 4.4090 -1.4418 -3.071 0.585 1.036
C 1.1172 3.5700 -0.2393 1.089 -0.084 -0.134
C 2.4160 4.3842 -2.1886 -0.144 0.095 0.879
H -3.1463 3.2376 -1.5611 0.216 -0.666 0.411
H -1.4559 2.4987 -1.7817 -0.587 -0.652 -0.345
H -2.3534 3.5422 -3.0010 0.661 -0.451 -0.292
H -1.4240 4.5615 0.7761 0.121 0.245 0.276
H -3.0621 4.4024 0.2661 -0.067 -0.124 -0.712
H -2.2497 5.9586 0.0119 0.050 -0.032 0.252
H -1.4962 7.5188 -3.0744 0.311 -0.271 -0.111
H -1.1534 8.6985 -1.8725 0.175 0.231 0.137
H 0.1507 8.2217 -3.0015 -0.124 0.323 -0.291
H -0.3485 7.7821 0.3630 0.257 0.624 0.140
H 0.9297 6.6049 0.1819 0.016 -0.129 0.095
H 1.1709 8.1032 -0.6551 -0.116 0.567 0.371
H 0.1467 3.2566 0.1455 -0.191 0.896 -0.178
H 1.6058 2.6007 -0.3389 0.203 -0.267 -0.893
H 1.7735 4.0360 0.4957 -0.485 0.191 0.683
H 3.2558 4.2195 -1.5136 0.002 -0.615 0.175
H 2.6390 5.4072 -2.4915 -0.213 -0.338 -1.251
H 2.2331 3.5482 -2.8637 1.189 0.545 -0.923
C 4.2507 0.5403 -4.8746 0.262 -0.265 0.540
N 3.9602 -0.8746 -5.2592 -1.227 -0.264 1.394
C 2.5474 -1.3742 -4.9787 1.126 0.969 0.767
P 4.8628 -1.6496 -6.4309 -0.222 3.594 -3.366
O 4.6269 -3.0424 -6.8393 -0.209 0.003 0.934
N 4.4768 -0.6111 -7.8707 1.427 -2.598 2.422
C 4.6590 0.7868 -7.8375 1.057 -0.045 -0.890
C 3.7923 -1.2113 -8.9991 0.301 0.332 1.081
N 6.4323 -1.1121 -6.0760 0.047 -0.642 0.551
C 6.9613 -1.3308 -4.7242 -0.058 -0.270 0.147
C 7.5062 -1.2933 -7.0722 -0.195 0.539 -0.420
H 3.6486 0.9259 -4.0518 -0.907 -0.583 -0.169
H 4.1984 1.2751 -5.6780 -0.157 -0.353 0.244
H 5.2156 0.6481 -4.3791 0.471 -0.340 -0.533
H 1.7554 -0.7926 -5.4507 0.179 -0.435 -1.215
H 2.2486 -1.1258 -3.9603 0.763 -0.185 0.577
H 2.5109 -2.4618 -5.0408 -0.164 0.250 -0.564
H 5.4939 1.0086 -7.1727 -0.038 0.301 -0.034
H 5.0012 0.9559 -8.8584 -0.092 1.196 -0.112
H 3.7930 1.3925 -7.5706 -0.239 0.161 -0.185
H 4.3648 -2.1139 -9.2132 -0.979 -0.445 -0.176
H 2.7711 -1.2707 -8.6229 -0.437 -1.036 -1.005
H 3.8029 -0.5846 -9.8909 0.177 0.283 0.097
H 6.2190 -1.2953 -3.9268 -0.276 0.300 -0.289
H 7.4031 -2.3215 -4.6172 0.275 -0.135 -0.138
H 7.7277 -0.5791 -4.5352 0.023 0.000 0.117
H 8.4943 -1.0194 -6.7026 -0.220 0.174 0.695
H 7.3496 -0.5848 -7.8856 -0.241 -0.349 -0.307
H 7.6525 -2.3087 -7.4406 -0.483 -0.144 -0.099
C -3.7940 2.8307 7.3510 0.424 0.014 -2.099
N -3.8241 2.3055 5.8781 -0.482 -0.295 1.596
C -4.4676 3.1913 4.8353 1.489 -0.709 1.007
P -2.9267 0.9013 5.4649 -0.627 0.119 -0.358
O -2.2359 0.2839 6.6479 -0.248 1.027 -1.288
N -4.1281 -0.1309 4.7906 1.004 0.219 -0.447
C -3.8569 -1.4119 4.1160 0.520 0.857 0.679
C -5.5203 0.0426 5.1074 -0.035 0.289 0.261
N -1.8315 1.3193 4.1647 -3.432 -0.228 0.109
C -2.3769 1.5176 2.7680 -0.129 -0.998 1.073
C -0.5754 1.9556 4.4386 0.917 -0.879 -0.112
H -4.5416 3.6170 7.4560 -0.295 -0.292 -0.143
H -2.8447 3.3362 7.5282 0.173 -0.148 0.025
H -3.9187 2.0695 8.1212 -0.120 -0.200 -0.462
H -3.7243 3.9691 4.6604 -0.167 0.191 -0.704
H -5.3918 3.7008 5.1080 -0.052 -0.412 0.638
H -4.6885 2.5952 3.9499 0.244 0.151 -0.035
H -3.1816 -1.9104 4.8113 0.256 -0.699 -0.754
H -4.7923 -1.9661 4.0390 0.164 -0.032 0.060
H -3.4741 -1.2567 3.1072 0.417 -0.292 0.080
H -5.5160 0.4413 6.1219 -1.016 0.866 -0.442
H -5.9724 0.5403 4.2496 -0.619 1.024 0.602
H -6.1328 -0.8574 5.1621 0.688 -0.632 0.139
H -2.4855 2.5236 2.3627 0.710 0.481 0.499
H -1.8148 0.8929 2.0739 0.188 0.086 -0.090
H -3.4091 1.1693 2.7312 0.078 -0.396 0.208
H -0.4917 2.9245 3.9463 0.076 0.078 0.056
H 0.1592 1.2428 4.0638 0.673 0.406 -0.455
H -0.2919 2.0267 5.4887 -0.669 0.188 0.180
C 3.8393 -0.5579 0.4277 -0.651 0.829 1.423
N 5.1004 0.2078 0.5011 -0.758 0.723 0.853
C 5.8567 -0.3136 -0.5949 0.715 0.643 -1.325
P 5.6935 0.8223 2.0091 -0.875 0.305 -0.187
O 6.4273 -0.1405 2.8481 -0.267 0.094 0.297
N 6.6841 2.1650 1.6886 -0.451 0.481 -1.757
C 8.0216 2.3975 2.2534 -0.152 -1.729 0.992
C 6.6154 2.7858 0.3523 -1.229 0.709 0.959
N 4.2630 1.4470 2.7758 0.433 -1.362 -1.040
C 3.4057 2.4354 2.1005 0.774 -0.137 0.334
C 4.1187 1.2534 4.2212 -1.000 -1.129 -0.819
H 3.0236 0.0459 0.8253 -0.049 -0.179 0.534
H 3.9172 -1.4958 0.9775 -0.137 -0.069 0.030
H 3.4719 -0.7952 -0.5707 0.915 0.182 -0.223
H 5.2744 -0.0911 -1.4890 -0.267 -0.205 -0.275
H 5.9439 -1.3995 -0.5592 0.485 -0.075 0.142
H 6.7779 0.2001 -0.8700 0.433 -0.242 0.843
H 8.5424 3.2940 1.9169 -0.636 0.086 -0.264
H 7.9684 2.4089 3.3420 -0.064 0.197 0.029
H 8.6488 1.5339 2.0324 0.342 0.019 -0.149
H 5.5946 2.8415 -0.0258 -0.081 -1.024 -0.248
H 6.7057 3.8602 0.5127 1.143 0.131 -0.260
H 7.3122 2.3212 -0.3454 0.004 0.425 -0.202
H 2.3639 2.5302 2.4066 0.088 -0.376 1.188
H 3.9171 3.3817 2.2767 -0.440 0.582 -0.740
H 3.1924 2.1876 1.0607 1.076 0.115 -0.277
H 4.6257 1.9817 4.8542 0.008 -0.105 0.030
H 4.3190 0.2073 4.4529 1.198 0.176 0.147
H 3.0541 1.1562 4.4339 -0.359 1.022 0.083
C -5.3575 -7.1167 2.3825 -1.148 0.782 -2.264
N -5.8294 -6.6577 0.9408 0.677 1.554 1.597
C -6.6179 -7.6783 0.3461 -0.732 -0.820 -1.106
P -5.9160 -5.1015 0.1668 1.491 0.288 -0.304
O -6.7267 -5.0183 -1.1179 1.333 -0.625 2.345
N -6.3869 -3.9643 1.3954 1.439 0.171 -1.352
C -7.6564 -4.2401 2.0488 -0.240 0.680 -0.609
C -6.3887 -2.5670 0.8742 0.099 0.080 -0.505
N -4.2344 -4.6854 -0.1408 -2.353 0.678 0.093
C -3.2919 -4.8508 0.9723 0.502 0.707 -1.103
C -3.7645 -4.8804 -1.5233 0.367 -1.395 0.088
H -6.2083 -7.6976 2.7387 0.100 0.001 0.272
H -5.1462 -6.3194 3.0951 0.047 0.167 -0.440
H -4.5047 -7.7822 2.2488 0.032 0.169 0.042
H -6.2047 -8.6716 0.5215 0.190 -0.004 0.115
H -6.6575 -7.5492 -0.7355 0.027 0.032 -0.024
H -7.6576 -7.6925 0.6734 -0.229 -0.026 0.300
H -8.0324 -3.2818 2.4070 0.333 -0.129 0.954
H -8.4359 -4.4083 1.3057 -0.185 -1.013 -0.073
H -7.5223 -5.0039 2.8149 -0.484 0.090 -0.106
H -7.1386 -2.4430 0.0929 -0.536 0.020 0.139
H -6.5416 -1.8288 1.6615 -0.311 -0.332 0.300
H -5.4969 -2.1964 0.3688 0.568 -0.852 0.212
H -3.6497 -4.3573 1.8759 -0.370 -0.502 0.057
H -2.9417 -5.8749 1.1017 -0.306 -0.237 0.339
H -2.3983 -4.2727 0.7373 0.129 -0.021 -0.158
H -4.3223 -4.4718 -2.3659 -0.570 0.621 0.718
H -3.7814 -5.9449 -1.7571 0.143 -0.424 -0.061
H -2.7241 -4.5987 -1.6854 0.078 0.378 0.565
O -1.5085 -0.1979 -4.1355 -3.541 -1.191 2.058
C -2.5423 -0.8141 -3.7926 3.841 2.429 -0.170
C -2.9749 -2.0453 -4.4900 -3.122 -0.057 0.729
C -4.4633 -1.8740 -4.0733 -2.367 -2.328 1.558
C -4.4265 -1.3235 -2.5914 -0.566 -2.054 -1.798
O -3.4596 -0.3977 -2.7688 4.799 2.598 -1.570
H -2.7780 -2.1143 -5.5598 0.087 0.613 0.219
H -2.7333 -3.0230 -4.0731 0.735 0.351 0.452
H -5.1749 -1.2650 -4.6308 0.654 0.264 -0.409
H -4.9512 -2.8412 -3.9529 -0.140 -0.263 -0.618
H -5.3509 -0.8802 -2.2211 0.010 0.072 -0.293
H -4.0599 -2.0468 -1.8631 -0.300 -0.465 0.044
O -0.3589 -1.9986 3.2421 0.248 -0.155 0.949
C 0.1730 -2.0202 4.3315 -1.760 -0.713 -2.065
C -0.3669 -2.7256 5.6304 1.902 1.503 -1.753
C 0.8604 -2.4542 6.4796 -1.182 0.414 2.083
C 1.6840 -1.3366 5.8293 1.011 -2.265 1.681
O 1.3396 -1.3699 4.4903 -0.376 0.588 -0.544
H -1.2673 -2.1504 5.8458 -0.041 -0.368 0.469
H -0.4811 -3.7967 5.4636 -0.519 0.317 -0.188
H 0.5813 -2.0462 7.4511 -0.046 -0.517 0.310
H 1.3891 -3.3963 6.6246 0.337 0.297 -0.049
H 1.5784 -0.3880 6.3558 -0.180 0.192 -0.560
H 2.6796 -1.7582 5.9673 0.552 0.954 -0.363
Cl 1.8043 -2.7690 -0.8110 -1.086 0.997 -0.673
C 0.8063 -1.2747 -1.3705 1.994 -0.174 -0.497
C -0.0830 -0.7974 -0.2873 -0.105 0.758 0.423
Cl -1.2456 -2.0371 -0.1538 -2.344 -1.832 0.718
H 0.2225 -1.5080 -2.2609 0.112 -0.403 0.185
H 1.5769 -0.5738 -1.6916 -0.037 0.162 0.267
H -0.6889 0.0684 -0.5548 0.573 0.358 -0.338
H 0.3177 -0.6562 0.7164 0.533 0.042 -0.253
```
Forces are in eV/Å.

Mulliken population analysis, charges in e, atoms 1 to 2: C -1.284; N 0.359

# 4
Here is a molecular structure, C31H41I2InN7O2 from the Open Molecules 2025 dataset. Energies are from ωB97M-V with the def2-TZVPD basis set.

Computed properties:
Frontier orbital gap   0.2746 Eh
Relative energy (zero: lowest compared OMol25 entry of this formula, charge and spin)   236.8 kJ/mol
Net charge   -1
Highest occupied orbital energy   -0.215 Ha

```
84
Properties=species:S:1:pos:R:3:forces:R:3
O 7.0022 3.4812 5.9600 2.030 7.645 -3.639
C 7.3242 4.6511 5.4010 -0.482 -5.261 2.059
O 8.7141 4.7717 4.8487 -3.533 1.677 1.437
C 6.3514 5.9615 5.2401 0.653 -0.077 0.617
C 4.9781 5.9225 6.1350 0.663 0.485 0.205
In 3.2178 5.2207 4.8298 -0.334 0.430 1.049
I 2.8325 7.0776 2.6787 0.251 -0.396 0.431
I 3.6293 2.6881 3.6779 0.010 0.271 0.057
H 8.8325 5.7660 4.7627 -0.149 -1.691 -0.081
H 6.0791 6.0544 4.1058 0.773 -0.102 2.023
H 7.0036 6.9027 5.5736 -1.164 -1.967 -0.906
H 5.0819 5.2782 7.1341 -0.061 1.493 -2.297
H 4.7130 7.0560 6.3998 0.621 -2.487 -0.429
H 1.6575 5.2267 5.7770 0.684 -0.092 -0.539
N 0.6930 0.7209 2.4768 -0.367 -0.341 -0.115
C -0.0665 0.5364 1.3508 0.106 -0.069 0.182
C -0.8164 -0.6053 1.5256 -0.052 0.209 -0.379
C -0.5025 -1.1243 2.8044 0.157 -0.014 0.254
C 0.4298 -0.2841 3.3709 0.110 0.162 -0.133
H 1.3448 1.4803 2.6251 0.048 0.003 0.111
H -0.0073 1.2305 0.5232 -0.004 -0.056 0.196
H -1.5150 -1.0188 0.8099 0.062 0.087 0.093
H -0.9129 -2.0146 3.2630 0.076 0.160 0.010
H 0.9282 -0.3161 4.3306 -0.078 0.028 -0.174
N 0.0103 1.2208 -2.2965 -0.061 0.174 -0.137
C -0.4870 2.4820 -2.0955 -0.045 -0.057 0.082
C -0.1960 3.2369 -3.2098 -0.234 0.030 0.311
C 0.4960 2.3997 -4.1173 0.139 -0.404 -0.167
C 0.6069 1.1597 -3.5290 0.045 0.010 -0.040
H -0.0537 0.4547 -1.6388 0.034 0.213 -0.198
H -1.0026 2.7342 -1.1786 0.100 0.013 -0.155
H -0.4553 4.2777 -3.3541 0.171 -0.077 0.137
H 0.8723 2.6718 -5.0949 -0.033 -0.062 0.167
H 1.0593 0.2420 -3.8804 -0.057 0.178 0.053
N -3.0072 -4.7448 1.0590 0.016 0.003 -0.052
C -2.0172 -3.8390 0.7795 0.105 0.009 0.073
C -1.8275 -3.8232 -0.5843 0.184 0.196 0.360
C -2.7391 -4.7477 -1.1477 -0.315 -0.343 0.027
C -3.4570 -5.3001 -0.1106 -0.030 -0.120 -0.068
H -3.3524 -4.9679 1.9835 0.117 0.182 -0.440
H -1.5328 -3.2859 1.5730 -0.054 -0.103 -0.223
H -1.1107 -3.2110 -1.1161 -0.114 -0.073 0.097
H -2.8595 -4.9845 -2.1969 0.002 0.056 0.161
H -4.2465 -6.0398 -0.1048 0.125 0.140 -0.045
N -2.7864 4.1473 -5.1704 -0.202 0.068 -0.162
C -4.0506 4.5901 -4.8799 0.064 0.019 -0.034
C -4.6514 4.9665 -6.0604 -0.134 -0.008 0.351
C -3.7188 4.7371 -7.1001 0.317 -0.109 -0.155
C -2.5771 4.2284 -6.5225 -0.001 0.029 0.069
H -2.1136 3.8123 -4.4931 -0.169 -0.051 -0.178
H -4.4129 4.6009 -3.8607 0.046 0.013 -0.186
H -5.6536 5.3623 -6.1619 0.160 -0.069 0.034
H -3.8647 4.9224 -8.1564 0.039 -0.039 0.170
H -1.6357 3.9193 -6.9567 -0.173 0.057 0.063
N 5.1065 -0.5598 0.4225 -0.097 -0.039 -0.028
C 3.8423 -0.1170 0.7130 -0.077 -0.006 0.037
C 3.2415 0.2594 -0.4675 -0.098 -0.092 0.392
C 4.1740 0.0300 -1.5072 0.355 -0.161 -0.148
C 5.3158 -0.4787 -0.9296 0.051 0.006 -0.110
H 5.7793 -0.8948 1.0998 -0.288 0.192 -0.245
H 3.4800 -0.1062 1.7322 0.032 0.060 -0.184
H 2.2393 0.6552 -0.5690 0.212 -0.028 0.054
H 4.0282 0.2153 -2.5635 0.044 -0.008 0.165
H 6.2572 -0.7879 -1.3638 -0.168 0.084 0.045
N -5.7806 -4.6658 3.6998 0.053 -0.034 0.007
C -6.2009 -3.4984 4.2823 -0.044 0.179 0.046
C -7.4096 -3.1533 3.7200 0.296 0.091 0.311
C -7.7325 -4.1507 2.7692 0.124 -0.383 -0.177
C -6.7109 -5.0738 2.7796 -0.119 -0.028 -0.151
H -4.9194 -5.1508 3.9159 -0.415 0.180 0.024
H -5.6047 -3.0138 5.0437 -0.122 -0.046 -0.152
H -7.9960 -2.2783 3.9687 0.129 -0.150 -0.032
H -8.6156 -4.1916 2.1447 0.171 -0.010 0.098
H -6.5660 -5.9830 2.2114 -0.060 0.164 0.072
N 0.3923 -5.5445 -2.6629 0.063 0.004 -0.111
C 1.3822 -4.6388 -2.9424 0.033 -0.014 0.028
C 1.5720 -4.6229 -4.3062 0.141 0.189 0.285
C 0.6603 -5.5475 -4.8695 -0.283 -0.252 0.014
C -0.0576 -6.0999 -3.8325 0.009 -0.043 0.003
H 0.0470 -5.7676 -1.7384 0.029 0.172 -0.303
H 1.8666 -4.0857 -2.1489 -0.053 -0.069 -0.150
H 2.2887 -4.0107 -4.8380 -0.120 -0.088 0.114
H 0.5399 -5.7843 -5.9188 0.000 0.035 0.179
H -0.8470 -6.8395 -3.8266 0.140 0.124 -0.026
```
Forces are in eV/Å.

Mulliken population analysis, charges in e, atoms 1 to 2: O -0.514; C 0.593